(1)
Molecular formula: C6H9N
Method: DFT, the ωB97M-V functional and the def2-TZVPD basis

Its gap between HOMO and LUMO is 9.6 eV. The calculation puts the lowest unoccupied orbital energy at 1.0 eV. The SMILES is C#CC[C@]1(C)CN1.

Last column: natural (NBO) charge in e.
Element x y z (Å)
C (3.1079, -1.1596, 0.0720)  -0.24
C (2.0228, -0.8204, -0.3339)  0.00
C (0.6867, -0.4309, -0.8366)  -0.52
C (-0.1734, 0.4575, 0.0924)  0.05
C (-1.3715, 1.2608, -0.7061)  -0.58
C (-0.3728, -0.1784, 1.4293)  -0.26
N (-1.5365, -0.3431, 0.6566)  -0.54
H (4.0724, -1.4518, 0.4365)  0.24
H (0.8181, 0.0446, -1.8184)  0.24
H (0.0937, -1.3390, -0.9920)  0.25
H (-0.9008, 1.3001, -1.6705)  0.21
H (-1.5387, 2.2311, -0.2556)  0.21
H (-2.3907, 0.8328, -0.9365)  0.20
H (0.0861, -1.1636, 1.5201)  0.22
H (-0.4007, 0.3922, 2.3443)  0.19
H (-2.2026, 0.3677, 0.9983)  0.34

=====

(2)
Molecular formula: C26H33N7O4PS4Ta
Method: DFT, the ωB97M-V functional and the def2-TZVPD basis

Its gap between HOMO and LUMO is 6.7 eV. The calculation puts the lowest unoccupied orbital energy at -0.7 eV.

Last column: Mulliken charge in e.
Element x y z (Å)
Ta (-1.5337, 0.4945, 0.5581)  1.00
S (-1.9065, 2.8133, 1.5867)  -0.48
C (-3.5446, 2.8224, 2.1553)  0.64
C (-3.9634, 4.0258, 2.8104)  -0.26
N (-4.2682, 5.0059, 3.3312)  -0.49
C (-4.3895, 1.7767, 2.0212)  0.80
S (-3.9524, 0.2724, 1.2711)  -0.46
C (-5.7272, 1.8552, 2.5294)  -0.20
N (-6.8043, 1.9007, 2.9314)  -0.46
O (-0.1037, -4.1826, 3.2238)  -0.66
C (-0.3822, -4.5666, 1.9672)  0.28
C (-0.2273, -5.9170, 1.6466)  -0.78
C (-0.4959, -6.3704, 0.3733)  -0.31
C (-0.9271, -5.4904, -0.6209)  -1.05
C (-1.0802, -4.1562, -0.3113)  -0.36
C (-0.8122, -3.6715, 0.9782)  0.19
C (-0.9830, -2.2439, 1.2439)  1.25
O (-1.3307, -1.4659, 0.2099)  -0.57
N (-0.7882, -1.7943, 2.4362)  -0.97
N (-0.9667, -0.4250, 2.6390)  0.02
C (-0.7413, -0.0991, 3.8692)  0.07
S (-0.2925, -1.3056, 5.0514)  -0.08
C (0.1299, -0.0928, 6.3285)  -0.57
C (-0.8436, 1.0547, 6.1958)  -0.62
S (-0.9027, 1.5338, 4.4450)  0.07
H (-0.2767, -3.2197, 3.2862)  0.67
H (0.1057, -6.5851, 2.4297)  0.43
H (-0.3721, -7.4221, 0.1477)  0.39
H (-1.1421, -5.8481, -1.6183)  0.44
H (-1.4176, -3.4543, -1.0611)  0.53
H (1.1560, 0.2403, 6.1724)  0.29
H (0.0610, -0.5810, 7.2999)  0.40
H (-0.5325, 1.9260, 6.7709)  0.40
H (-1.8449, 0.7628, 6.5124)  0.31
O (-1.9805, 1.2459, -0.8930)  -0.49
O (0.4962, 0.7828, 0.1246)  -0.70
P (1.0814, 1.0156, -1.2883)  -0.69
N (2.3585, -0.0157, -1.4063)  0.14
C (2.9768, -0.3268, -2.7079)  -0.48
C (3.2145, -1.8353, -2.6666)  -0.77
C (3.4120, -2.1147, -1.1788)  -0.75
C (2.3805, -1.2097, -0.5207)  0.03
N (0.1233, 0.6184, -2.6008)  0.80
C (-0.4542, 1.6464, -3.4916)  -0.55
C (-1.1545, 0.8134, -4.5586)  -0.88
C (-1.7310, -0.3907, -3.7942)  -0.98
C (-0.8570, -0.4971, -2.5398)  0.52
N (1.4946, 2.5764, -1.5221)  0.81
C (2.8775, 2.9839, -1.8098)  -0.58
C (2.7274, 4.4857, -2.0068)  -0.82
C (1.6512, 4.9009, -0.9917)  -0.69
C (0.8687, 3.6149, -0.6660)  -0.49
H (3.9266, 0.2069, -2.8043)  0.34
H (2.3304, -0.0243, -3.5315)  0.35
H (4.0711, -2.1224, -3.2747)  0.41
H (2.3368, -2.3709, -3.0354)  0.25
H (4.4217, -1.8323, -0.8737)  0.33
H (3.2494, -3.1583, -0.9130)  0.40
H (2.6315, -0.9336, 0.5018)  0.28
H (1.4036, -1.7048, -0.5065)  -0.14
H (0.3288, 2.2816, -3.9027)  0.36
H (-1.1788, 2.2691, -2.9614)  0.33
H (-0.4306, 0.4705, -5.3011)  0.27
H (-1.9170, 1.3955, -5.0744)  0.40
H (-1.6928, -1.3014, -4.3891)  0.32
H (-2.7690, -0.2092, -3.5177)  0.43
H (-0.3662, -1.4717, -2.4884)  0.13
H (-1.4509, -0.3290, -1.6725)  -0.18
H (3.2555, 2.4860, -2.7021)  0.28
H (3.5453, 2.7504, -0.9731)  0.38
H (2.3767, 4.6811, -3.0211)  0.29
H (3.6708, 5.0120, -1.8686)  0.42
H (0.9976, 5.6678, -1.4020)  0.30
H (2.1018, 5.3019, -0.0848)  0.33
H (-0.1957, 3.6922, -0.8860)  0.29
H (0.9682, 3.3557, 0.3903)  0.18

=====

(3)
Molecular formula: C42H63Cl3IrN3O3PSb2
Method: DFT, the ωB97M-V functional and the def2-TZVPD basis

Its spin multiplicity is 6. Its gap between HOMO and LUMO (alpha / beta) is 7.1 / 4.7 eV. The calculation puts the lowest unoccupied orbital energy (alpha / beta) at -4.4 / -8.1 eV. Its charge is +2.

Last column: Mulliken spin population.
Element x y z (Å)
Ir (0.3742, 0.5229, 0.7811)  2.15
C (-2.5964, -0.5554, 3.7780)  0.02
C (-2.9685, 0.4978, 2.7386)  0.02
C (-3.7074, -0.1373, 1.5608)  -0.01
P (-1.4802, 1.4379, 2.1537)  0.30
C (-0.9703, 2.3851, 3.6745)  -0.02
C (0.4087, 1.8556, 4.0995)  0.05
C (-0.9636, 3.9034, 3.4826)  0.02
C (-2.2189, 2.5868, 0.9525)  0.04
C (-3.2800, 3.4164, 1.2490)  0.00
C (-3.8890, 4.2208, 0.2787)  0.14
C (-5.0369, 5.1196, 0.6166)  -0.01
C (-3.4056, 4.1510, -1.0409)  -0.03
C (-2.3661, 3.3270, -1.3747)  0.15
C (-1.7311, 2.5230, -0.3849)  0.17
N (-0.7140, 1.7048, -0.6939)  0.51
C (-0.3363, 1.5587, -2.0670)  0.01
C (0.6580, 2.3718, -2.6201)  -0.02
C (1.3478, 3.4191, -1.7871)  -0.01
C (1.0145, 2.1749, -3.9475)  -0.01
C (0.4162, 1.2031, -4.7425)  0.00
C (0.8667, 0.9931, -6.1633)  0.00
C (-0.5942, 0.4371, -4.1759)  -0.01
C (-0.9937, 0.6102, -2.8562)  0.01
C (-2.1771, -0.1407, -2.3092)  0.03
H (-3.5046, -1.0450, 4.1380)  0.00
H (-2.0861, -0.1293, 4.6444)  0.00
H (-1.9537, -1.3112, 3.3353)  -0.01
H (-3.6019, 1.2536, 3.2142)  0.02
H (-3.0440, -0.8488, 1.0553)  0.00
H (-4.0461, 0.6001, 0.8325)  0.00
H (-4.5809, -0.6852, 1.9215)  0.00
H (-1.6934, 2.1257, 4.4500)  0.01
H (1.1521, 2.0287, 3.3127)  -0.01
H (0.3826, 0.7798, 4.2928)  0.01
H (0.7481, 2.3565, 5.0079)  0.00
H (-0.4727, 4.1919, 2.5533)  0.00
H (-0.4296, 4.3714, 4.3122)  0.00
H (-1.9716, 4.3146, 3.4657)  0.00
H (-3.6720, 3.4410, 2.2604)  0.00
H (-5.2668, 5.1058, 1.6801)  0.00
H (-5.9312, 4.8180, 0.0659)  0.02
H (-4.8177, 6.1480, 0.3222)  0.01
H (-3.8708, 4.7653, -1.8036)  0.00
H (-2.0091, 3.2749, -2.3966)  0.00
H (2.0437, 2.9368, -1.0977)  0.01
H (0.6365, 4.0003, -1.1961)  0.00
H (1.9072, 4.1028, -2.4241)  0.00
H (1.7890, 2.8043, -4.3758)  0.00
H (0.7485, 1.9070, -6.7480)  0.00
H (0.2995, 0.2010, -6.6510)  0.00
H (1.9255, 0.7276, -6.1921)  0.00
H (-1.1076, -0.2990, -4.7884)  0.00
H (-2.3839, -1.0225, -2.9183)  0.00
H (-3.0717, 0.4902, -2.3285)  0.00
H (-2.0101, -0.4491, -1.2759)  0.00
C (2.6555, -0.7825, -2.2725)  0.01
Sb (1.1683, -1.8500, -1.1563)  0.20
C (2.6290, -3.1884, -0.3402)  0.03
C (0.5881, -3.2518, -2.8784)  0.07
C (0.5930, -4.6714, -2.5186)  0.15
C (1.8117, -5.3636, -2.5388)  -0.05
C (1.9023, -6.6867, -2.1721)  0.15
C (0.7546, -7.3978, -1.7690)  0.05
C (-0.4612, -6.7796, -1.7910)  0.01
C (-0.5937, -5.4251, -2.1854)  0.17
C (-1.9227, -4.8904, -2.3153)  0.13
Sb (-2.8088, -3.9931, -0.4184)  0.20
C (-4.7179, -3.6181, -1.3574)  0.00
C (-3.4561, -5.8317, 0.4768)  0.00
H (3.2350, -1.4819, -2.8771)  0.00
H (3.3094, -0.2940, -1.5488)  0.00
H (2.1976, -0.0266, -2.9070)  0.00
H (3.3209, -3.4517, -1.1393)  0.00
H (2.1750, -4.0924, 0.0597)  0.00
H (3.1684, -2.6727, 0.4528)  0.00
H (1.4209, -2.9935, -3.5340)  0.01
H (-0.3469, -2.8675, -3.2773)  0.00
H (2.6994, -4.8374, -2.8671)  0.00
H (2.8612, -7.1888, -2.2014)  0.00
H (0.8329, -8.4374, -1.4787)  0.00
H (-1.3555, -7.3408, -1.5451)  0.00
H (-2.6844, -5.6606, -2.4545)  0.03
H (-2.0406, -4.0732, -3.0230)  0.01
H (-5.5116, -3.7997, -0.6328)  0.00
H (-4.8330, -4.3132, -2.1906)  0.00
H (-4.7897, -2.5960, -1.7248)  0.00
H (-4.2042, -6.2950, -0.1677)  0.00
H (-3.9049, -5.6021, 1.4446)  0.01
H (-2.6140, -6.5049, 0.6300)  0.00
Cl (0.4897, -4.4687, 2.6451)  0.00
C (1.0872, -2.9196, 3.2710)  0.00
Cl (0.2411, -2.5299, 4.7825)  0.00
Cl (2.8054, -3.0655, 3.6014)  0.00
C (0.7797, -1.7584, 2.2722)  -0.04
O (1.6994, -0.9464, 2.0310)  0.04
O (-0.3703, -1.6645, 1.7771)  0.08
C (4.6381, 0.0644, 1.1635)  0.00
N (4.4773, 1.4744, 1.4960)  0.00
C (5.6484, 2.1462, 2.0570)  0.00
C (5.2239, 3.3269, 2.9034)  0.00
C (4.3304, 4.2084, 2.0606)  0.00
N (3.2137, 3.4292, 1.5234)  0.00
C (1.9908, 4.1699, 1.2651)  0.01
C (3.3321, 2.1207, 1.1953)  0.03
O (2.4013, 1.4991, 0.6053)  0.08
H (5.0876, -0.4513, 2.0123)  0.00
H (5.2898, -0.0639, 0.2944)  0.00
H (3.6684, -0.3743, 0.9652)  0.01
H (6.3114, 2.4751, 1.2509)  0.00
H (6.1944, 1.4185, 2.6540)  0.00
H (6.0978, 3.8818, 3.2415)  0.00
H (4.6768, 2.9781, 3.7820)  0.00
H (4.8993, 4.6565, 1.2407)  0.00
H (3.9124, 5.0233, 2.6504)  0.00
H (1.6809, 4.6760, 2.1794)  0.00
H (1.2078, 3.4923, 0.9423)  0.01
H (2.1432, 4.9199, 0.4848)  0.00

=====

(4)
Molecular formula: C4H4O2
Method: DFT, the ωB97M-V functional and the def2-TZVPD basis

Its gap between HOMO and LUMO is 8.0 eV. The calculation puts the lowest unoccupied orbital energy at -0.1 eV.

Last column: natural (NBO) charge in e.
Element x y z (Å)
O (-2.5384, -0.5943, 0.0544)  -0.68
C (-1.4795, 0.1479, -0.3453)  0.23
C (0.6382, 0.2294, -0.1716)  0.20
O (-0.2348, -0.7269, -0.1155)  -0.48
C (1.9204, 0.0648, 0.3466)  -0.20
C (3.0361, 0.3205, 0.7497)  -0.12
H (-2.4981, -1.4055, -0.4636)  0.48
H (-1.4666, 1.0713, 0.2557)  0.19
H (-1.4017, 0.3998, -1.4098)  0.16
H (4.0244, 0.4930, 1.0996)  0.23

=====

Quick rundown of maximum force, same order as above: 0.06512, 0.04448, 0.01811, 0.04247 hartree/bohr
Quick rundown of E_tot, same order as above: -7851.9769, -100304.8947, -117944.5284, -8302.2067 eV
Quick rundown of ΔE to the lowest compared entry with this formula, charge and spin, same order as above: 142.6, 16.6, 20.4, 112.3 kcal/mol